Record 1
C19H51BFI2N13O26 as an isolated structure, computed with ωB97M-V with the def2-TZVPD basis set.

Multiplicity: 1
Net charge: 0
HOMO-LUMO gap: 0.3410 Eh
LUMO level: -0.48 eV
E_HOMO: -0.3585 Eh
Molar mass: 1161.30 u

Last column: Mulliken charge in e.
Geometry (Å):
C1 1.70047 0.19777 -2.53141  -1.32
C2 0.68155 1.32262 -2.37634  -0.33
C3 -0.66456 0.89659 -1.80945  -0.52
I1 -0.45769 -0.00016 0.12568  0.13
B1 -1.72392 2.05206 -1.66632  0.41
F1 -1.35650 3.24089 -2.17533  -0.18
C4 -3.16431 2.03556 -1.01703  -0.01
C5 -4.19225 1.14884 -1.72026  -0.30
C6 -3.96428 -0.35130 -1.59449  -0.98
I2 -6.14797 1.61938 -0.92167  0.00
H1 2.30286 0.33966 -3.42732  0.38
H2 1.18523 -0.75959 -2.64786  0.34
H3 2.37215 0.10313 -1.67704  0.22
H4 0.46282 1.72517 -3.36999  0.28
H5 1.08578 2.14504 -1.78090  0.43
H6 -1.07484 0.11329 -2.45310  0.34
H7 -3.52070 3.06773 -1.04313  0.30
H8 -3.09686 1.74660 0.03677  -0.40
H9 -4.27415 1.43582 -2.76761  0.57
H10 -2.89588 -0.57350 -1.60161  0.01
H11 -4.42218 -0.89187 -2.42222  0.37
H12 -4.37364 -0.75536 -0.66946  0.42
C7 3.11745 -1.04206 1.69412  -0.29
N1 4.08224 0.07388 1.54580  1.07
O1 3.89277 0.90012 0.67809  -0.64
O2 5.01281 0.10778 2.33096  -0.54
H13 2.35560 -0.92789 0.93468  -0.19
H14 3.67627 -1.96703 1.58951  0.21
H15 2.70115 -0.96393 2.69483  0.30
C8 -3.49558 -1.76421 2.65940  -0.42
N2 -3.24037 -2.82010 1.64102  0.96
O3 -2.35362 -3.61869 1.85527  -0.56
O4 -3.93483 -2.80350 0.64410  -0.56
H16 -2.80300 -1.90636 3.47845  0.32
H17 -3.34176 -0.80892 2.17060  -0.08
H18 -4.52991 -1.86869 2.97152  0.31
C9 7.62972 -2.58582 1.21089  -0.51
N3 6.17416 -2.86878 1.32033  0.92
O5 5.74007 -3.29936 2.36498  -0.51
O6 5.49457 -2.62925 0.33832  -0.55
H19 8.10607 -2.83732 2.14930  0.12
H20 8.00387 -3.18320 0.38475  0.29
H21 7.71472 -1.52994 0.97009  0.29
C10 5.02546 2.82410 4.08141  -0.64
N4 5.73866 3.86924 4.86437  0.91
O7 6.83298 3.60472 5.30975  -0.54
O8 5.16120 4.92948 5.00226  -0.55
H22 5.63922 1.93476 4.02917  0.33
H23 4.08548 2.63636 4.59317  0.31
H24 4.84243 3.23339 3.09236  0.17
C11 -1.19207 1.32989 -6.87617  -0.77
N5 -0.63769 0.57001 -5.72192  0.88
O9 0.56542 0.48102 -5.61940  -0.49
O10 -1.44183 0.09651 -4.94163  -0.50
H25 -0.36180 1.68990 -7.47058  0.30
H26 -1.82921 0.64808 -7.43117  0.30
H27 -1.78552 2.14159 -6.46633  0.29
C12 8.53467 -2.94662 6.23320  -0.81
N6 9.20458 -3.72919 5.15741  0.91
O11 10.23431 -4.30840 5.42428  -0.47
O12 8.66136 -3.73771 4.07092  -0.64
H28 9.12897 -3.03403 7.13440  0.33
H29 8.46803 -1.92032 5.88527  0.30
H30 7.53883 -3.36231 6.35284  0.31
C13 -2.58256 2.63049 2.55918  -0.54
N7 -3.44331 1.63945 3.26191  0.96
O13 -4.63908 1.66594 3.06070  -0.54
O14 -2.87527 0.81832 3.95540  -0.55
H31 -3.23485 3.28090 1.98881  0.31
H32 -2.01658 3.16753 3.31324  0.33
H33 -1.90036 2.06723 1.92695  -0.02
C14 -9.40185 1.62212 -2.80730  -0.81
N8 -10.28836 1.77902 -3.99272  0.92
O15 -9.83522 1.51106 -5.08635  -0.53
O16 -11.41952 2.17216 -3.79076  -0.53
H34 -8.43778 1.26776 -3.14665  0.31
H35 -9.32963 2.59504 -2.33067  0.31
H36 -9.88471 0.91367 -2.14077  0.30
C15 -12.15613 3.04930 -6.89858  -0.74
N9 -13.07556 3.20159 -8.05800  0.88
O17 -12.65405 2.94697 -9.16548  -0.53
O18 -14.20829 3.57434 -7.81819  -0.54
H37 -11.19602 2.71061 -7.26507  0.33
H38 -12.09239 4.01814 -6.41258  0.29
H39 -12.59844 2.33079 -6.21687  0.30
C16 12.05195 -5.94084 7.81296  -0.44
N10 11.64747 -6.11516 9.23446  0.88
O19 11.25013 -7.20510 9.58919  -0.54
O20 11.73652 -5.13981 9.95319  -0.54
H40 11.91065 -6.88164 7.29711  0.31
H41 11.43285 -5.15660 7.39065  0.06
H42 13.09033 -5.62641 7.80323  0.27
C17 -16.56266 1.98408 -9.16059  -0.70
N11 -17.89227 1.34671 -9.36781  0.86
O21 -18.79754 2.03612 -9.78681  -0.52
O22 -17.98066 0.16609 -9.09897  -0.53
H43 -16.63366 3.02753 -9.43777  0.32
H44 -16.30593 1.86746 -8.11304  0.27
H45 -15.84918 1.44912 -9.77984  0.29
C18 2.45674 3.58317 1.46170  -0.69
N12 1.14087 3.02817 1.88444  0.99
O23 0.13791 3.63851 1.57042  -0.54
O24 1.15433 1.98993 2.51059  -0.51
H46 2.27581 4.49947 0.91434  0.35
H47 3.03878 3.75465 2.36284  0.15
H48 2.93294 2.82556 0.84407  0.29
C19 13.60487 -4.24909 3.13601  -0.77
N13 13.25636 -4.52979 4.55542  0.87
O25 12.89459 -5.64988 4.84095  -0.48
O26 13.35324 -3.60629 5.33644  -0.51
H49 13.46603 -5.16106 2.56915  0.32
H50 12.94665 -3.45399 2.79962  0.29
H51 14.63576 -3.90891 3.12137  0.28

=====

Record 2
A 8-piece molecular cluster, C19H51F3O10S overall in a non-equilibrium geometry, computed with ωB97M-V with the def2-TZVPD basis set.

Multiplicity: 1
Energy relative to the best compared isomer or geometry (same formula, charge and spin): 5.427 eV
Net charge: 0
HOMO-LUMO gap: 0.2338 Eh
LUMO level: -1.54 eV
E_HOMO: -0.2903 Eh
Molar mass: 528.67 u

Last column: Mulliken charge in e.
Geometry (Å):
O1 -0.45586 -0.16698 -0.64502  -0.30
H1 0.04685 -0.26180 -1.45736  0.41
H2 -0.34698 -0.92825 -0.07039  0.42
H3 -1.39095 -0.10291 -0.85264  0.44
C1 1.48271 -4.82286 3.87566  0.56
F1 2.62196 -4.57402 3.20443  -0.23
F2 1.50829 -6.04171 4.38773  -0.22
F3 1.43581 -4.00230 4.94550  -0.24
S1 -0.09733 -4.68084 2.82377  1.10
O2 -0.18475 -5.94097 2.08067  -0.68
O3 -1.20685 -4.53602 3.78147  -0.66
O4 0.13624 -3.49170 1.97062  -0.62
C2 -1.72787 5.19664 -2.90636  -1.36
C3 -0.91040 4.49838 -1.93552  0.54
C4 0.24508 5.35247 -1.41442  -1.27
O5 -1.80001 4.24804 -0.87214  -0.54
H4 -1.28650 5.45589 -3.86870  0.37
H5 -2.17245 6.12634 -2.55124  0.36
H6 -2.57056 4.56840 -3.19495  0.37
H7 -0.70993 3.46899 -2.23261  0.19
H8 0.69366 4.89826 -0.53093  0.34
H9 -0.08118 6.33753 -1.08079  0.30
H10 0.96063 5.50520 -2.22236  0.37
H11 -2.25633 5.07314 -0.69165  0.33
C5 -6.25358 1.20245 -0.33507  -1.37
C6 -5.35320 0.06729 0.04439  0.37
C7 -6.16274 -1.24263 0.35755  -1.23
O6 -4.52152 -0.23518 -1.02444  -0.48
H12 -5.72613 2.04415 -0.78388  0.33
H13 -6.87233 1.51842 0.50481  0.37
H14 -6.96567 0.86856 -1.08975  0.37
H15 -4.74177 0.33931 0.90477  0.31
H16 -5.48294 -1.97677 0.79000  0.32
H17 -6.66725 -1.67986 -0.50408  0.34
H18 -6.96651 -1.02079 1.05957  0.37
H19 -5.11053 -0.26046 -1.78208  0.31
C8 -1.43973 2.05800 3.82357  -1.31
C9 -1.46729 0.68886 4.51552  0.80
C10 -0.26008 0.50586 5.43242  -1.37
O7 -2.64270 0.50697 5.22297  -0.58
H20 -1.33141 2.91961 4.48235  0.35
H21 -2.32125 2.18797 3.19577  0.31
H22 -0.61063 2.15818 3.12311  0.34
H23 -1.45767 -0.09728 3.76054  0.11
H24 0.70310 0.85476 5.06007  0.28
H25 -0.26770 -0.55664 5.67560  0.36
H26 -0.45348 1.06482 6.34798  0.38
H27 -2.49604 -0.26595 5.77313  0.35
C11 -1.09181 -4.07866 -3.26021  -1.31
C12 -1.05012 -3.26516 -4.55146  0.62
C13 -2.31667 -3.40974 -5.37353  -1.29
O8 -0.94629 -1.92782 -4.15823  -0.49
H28 -0.18993 -3.95788 -2.66011  0.30
H29 -1.25157 -5.11858 -3.54507  0.39
H30 -1.90500 -3.75681 -2.60964  0.28
H31 -0.17910 -3.52768 -5.15188  0.20
H32 -2.57196 -4.45340 -5.55711  0.36
H33 -2.23292 -2.80754 -6.27821  0.37
H34 -3.23907 -3.03847 -4.92695  0.30
H35 -0.86698 -1.47010 -4.99835  0.29
C14 4.56640 2.38271 3.22542  -1.23
C15 5.13470 1.12359 2.60128  0.54
C16 4.20746 -0.09606 2.85366  -1.36
O9 5.26781 1.34503 1.20386  -0.49
H36 3.66131 2.72811 2.72581  0.26
H37 5.34616 3.14425 3.23704  0.38
H38 4.32587 2.10513 4.25167  0.35
H39 6.10206 0.94300 3.07001  0.26
H40 3.27395 0.04245 2.30825  0.28
H41 4.01366 -0.28997 3.90861  0.40
H42 4.69206 -1.01465 2.52282  0.32
H43 6.10973 1.79096 1.08590  0.30
C17 5.24271 0.33835 -3.60653  -1.23
C18 3.97520 -0.41704 -3.17063  0.25
C19 4.28444 -1.75346 -2.50537  -1.05
O10 3.39782 0.35375 -2.13058  -0.47
H44 5.96189 0.41343 -2.79090  0.30
H45 5.05766 1.36584 -3.91978  0.33
H46 5.69415 -0.17223 -4.45718  0.37
H47 3.27119 -0.61311 -3.97935  0.29
H48 4.79581 -2.43921 -3.18091  0.36
H49 3.38384 -2.25370 -2.14933  0.27
H50 4.91409 -1.55531 -1.63797  0.26
H51 4.09744 0.51104 -1.49231  0.31